C48H122F6N11O17PdS2 | the ωB97M-V functional and the def2-TZVPD basis

Geometry as ORCA input:
```
! RIJCOSX wB97M-V def2-TZVPD def2/J DEFGRID3
* xyz 1 3
Pd -2.12 -0.58 -3.58
C -1.20 3.34 -1.92
F 0.01 3.15 -2.50
F -1.19 4.38 -1.04
F -2.15 3.56 -2.88
S -1.61 1.65 -0.91
O -1.07 1.75 0.45
O -3.04 1.66 -0.91
N -1.11 0.36 -1.99
S 0.41 0.11 -1.50
O 1.07 -0.66 -2.58
O 1.11 1.30 -1.10
C 0.32 -1.20 0.00
F 0.79 -0.47 1.06
F -0.85 -1.67 0.29
F 1.12 -2.15 -0.25
C 1.66 8.06 4.18
O 1.71 7.55 2.85
C 0.68 6.73 2.41
C 0.95 6.18 0.95
N 2.24 5.45 0.85
C 3.46 6.25 0.59
C 4.48 5.32 -0.12
O 4.16 4.90 -1.42
C 5.17 4.16 -2.02
H 1.33 7.35 4.94
H 1.13 9.00 4.33
H 2.72 8.22 4.38
H -0.27 7.26 2.48
H 0.50 5.94 3.15
H 0.86 7.11 0.39
H 0.17 5.57 0.50
H 2.18 4.63 0.26
H 3.88 6.55 1.55
H 3.21 7.12 -0.01
H 4.59 4.44 0.52
H 5.47 5.79 -0.10
H 6.11 4.70 -1.94
H 4.92 4.15 -3.08
H 5.18 3.10 -1.77
C -3.75 1.96 -4.77
O -2.56 1.23 -4.71
C -1.35 1.79 -5.32
C -0.13 0.91 -5.06
N -0.36 -0.56 -4.98
C -0.26 -1.12 -6.36
C -0.18 -2.68 -6.46
O 0.93 -3.13 -5.70
C 2.10 -3.66 -6.22
H -4.05 2.08 -5.81
H -3.45 2.95 -4.44
H -4.54 1.65 -4.08
H -1.25 2.84 -5.05
H -1.66 1.57 -6.34
H 0.05 1.20 -4.02
H 0.75 1.25 -5.60
H 0.52 -0.94 -4.68
H 0.64 -0.75 -6.85
H -1.20 -0.94 -6.89
H -0.31 -3.09 -7.46
H -0.97 -3.22 -5.93
H 1.95 -4.59 -6.77
H 2.85 -3.80 -5.44
H 2.59 -2.92 -6.86
C 5.13 -6.28 3.35
O 5.93 -5.82 2.27
C 5.25 -4.86 1.53
C 5.99 -4.37 0.29
N 5.15 -3.40 -0.34
C 5.79 -2.22 -0.78
C 4.73 -1.33 -1.30
O 3.57 -1.16 -0.41
C 3.84 -0.20 0.62
H 5.15 -5.51 4.11
H 5.69 -7.06 3.86
H 4.09 -6.57 3.19
H 5.05 -3.99 2.16
H 4.24 -5.19 1.30
H 6.07 -5.22 -0.38
H 6.97 -3.93 0.51
H 4.36 -3.07 0.19
H 6.53 -2.44 -1.54
H 6.40 -1.81 0.03
H 4.46 -1.77 -2.26
H 5.08 -0.32 -1.47
H 4.52 -0.72 1.29
H 3.07 0.13 1.32
H 4.25 0.71 0.19
C 0.70 -6.28 4.92
C 1.54 -5.07 4.26
C 0.90 -4.41 3.10
O 0.50 -5.38 2.07
C 1.34 -5.73 0.96
N 1.73 -4.00 5.30
H 0.51 -7.16 4.29
H -0.26 -5.92 5.28
H 1.34 -6.62 5.73
H 2.56 -5.30 3.93
H 1.59 -3.70 2.65
H 0.01 -3.87 3.42
H 0.93 -6.40 0.20
H 2.19 -6.33 1.28
H 1.67 -4.95 0.27
H 0.86 -4.04 5.80
H 1.75 -3.07 4.91
C -5.30 -3.10 4.33
C -4.44 -1.91 3.92
C -5.43 -0.72 3.68
O -4.78 0.49 3.26
C -4.44 0.54 1.87
N -3.47 -1.69 4.95
H -6.35 -2.95 4.06
H -5.14 -3.37 5.37
H -5.09 -3.98 3.73
H -3.88 -2.16 3.02
H -5.93 -0.51 4.62
H -6.17 -1.04 2.94
H -3.97 1.52 1.74
H -5.31 0.48 1.22
H -3.83 -0.31 1.58
H -3.08 -0.77 5.08
H -2.69 -2.33 4.88
C -5.23 -1.86 -0.64
C -3.96 -1.61 -1.50
C -3.13 -2.82 -1.99
O -1.85 -2.43 -2.46
C -0.77 -3.42 -2.35
N -4.26 -0.77 -2.70
H -5.65 -2.86 -0.72
H -6.06 -1.15 -0.72
H -5.03 -1.85 0.43
H -3.27 -1.13 -0.80
H -3.70 -3.35 -2.76
H -2.98 -3.59 -1.24
H -1.07 -4.34 -2.85
H -0.41 -3.72 -1.37
H 0.10 -2.96 -2.81
H -4.79 0.03 -2.40
H -5.01 -1.21 -3.21
C -3.02 7.62 0.20
C -4.15 7.48 1.27
C -5.19 6.40 0.94
O -4.47 5.09 0.72
C -5.24 4.11 0.08
N -3.51 7.01 2.49
H -2.43 6.74 -0.06
H -2.30 8.28 0.69
H -3.45 8.06 -0.70
H -4.75 8.39 1.32
H -5.92 6.65 0.16
H -5.74 6.43 1.88
H -4.67 3.25 -0.25
H -5.50 4.47 -0.92
H -6.09 3.83 0.70
H -3.33 6.04 2.25
H -2.55 7.27 2.68
C 0.19 2.80 4.51
C 1.49 1.97 4.25
C 1.33 0.54 4.80
O 1.49 0.56 6.23
C 2.71 -0.16 6.70
N 2.02 2.07 2.92
H 0.30 3.88 4.37
H -0.10 2.63 5.55
H -0.72 2.44 4.01
H 2.34 2.35 4.81
H 1.94 -0.18 4.25
H 0.30 0.25 4.63
H 2.56 -1.20 6.39
H 2.48 -0.09 7.77
H 3.67 0.30 6.47
H 2.17 3.07 2.83
H 1.31 1.85 2.23
C 5.44 2.14 -7.54
C 4.09 2.11 -6.69
C 3.98 3.48 -5.99
O 2.63 3.59 -5.37
C 2.22 4.84 -4.80
N 2.89 1.91 -7.48
H 5.39 1.28 -8.21
H 6.33 2.10 -6.90
H 5.64 2.95 -8.25
H 4.18 1.34 -5.91
H 4.10 4.21 -6.79
H 4.78 3.64 -5.27
H 2.83 5.17 -3.96
H 1.23 4.69 -4.36
H 2.11 5.66 -5.51
H 2.08 2.13 -6.91
H 2.85 2.72 -8.08
C -2.64 -4.60 1.23
C -3.05 -5.63 2.24
C -4.37 -6.40 1.86
O -4.81 -7.05 3.02
C -5.85 -8.07 2.97
N -1.96 -6.58 2.30
H -2.09 -3.78 1.69
H -3.45 -3.94 0.95
H -1.96 -4.77 0.39
H -3.24 -5.16 3.21
H -4.08 -7.22 1.21
H -5.19 -5.76 1.52
H -6.22 -8.27 3.98
H -5.41 -8.97 2.56
H -6.65 -7.63 2.38
H -1.15 -6.01 2.16
H -1.92 -6.92 3.25
*
```

Its maximum force is 5.3 eV/Å. The total energy is -144385.61960 eV. The calculation puts the HOMO-LUMO gap (alpha / beta) at 7.459 / 4.745 eV.

Atomic partial charges in e from the Mulliken method, atoms 1 to 4: Pd -0.1644; C 0.1140; F -0.0917; F -0.1579



C15H18O2 | the ωB97M-V functional and the def2-TZVPD basis

Geometry as ORCA input:
```
! RIJCOSX wB97M-V def2-TZVPD def2/J DEFGRID3
* xyz 0 1
C -3.21 0.60 1.89
C -2.65 -0.82 2.17
C -1.45 -1.26 1.40
C -1.49 -1.28 0.03
C -0.51 -1.97 -0.68
C 0.51 -2.59 -0.02
O 1.50 -3.32 -0.68
C 0.70 -2.39 1.35
C -0.24 -1.66 2.03
H -4.21 0.81 2.30
H -3.33 0.71 0.81
H -2.46 1.33 2.22
H -2.56 -0.96 3.26
H -3.49 -1.48 1.90
H -2.24 -0.82 -0.62
H -0.61 -1.88 -1.77
H 1.05 -3.84 -1.34
H 1.62 -2.77 1.79
H -0.20 -1.46 3.08
C 1.52 1.83 -3.66
C 1.45 1.67 -2.14
C 2.66 1.61 -1.44
C 2.68 1.45 -0.07
C 1.46 1.44 0.59
O 1.42 1.20 1.96
C 0.28 1.76 -0.06
C 0.25 1.68 -1.45
H 2.05 2.74 -3.88
H 0.55 1.79 -4.16
H 1.98 0.95 -4.09
H 3.61 1.79 -1.97
H 3.59 1.22 0.48
H 1.09 0.33 2.12
H -0.61 1.91 0.55
H -0.73 1.68 -1.90
*
```

Its maximum force is 2.2 eV/Å. The total energy is -19941.27325 eV. The SMILES is CCc1ccc(O)cc1.Cc1ccc(O)cc1. The calculation puts the HOMO-LUMO gap at 9.302 eV.

Atomic partial charges in e from the Mulliken method, atoms 1 to 4: C -1.0584; C -0.8803; C 0.7863; C -0.1808



C4H11S | the ωB97M-V functional and the def2-TZVPD basis

Geometry as ORCA input:
```
! RIJCOSX wB97M-V def2-TZVPD def2/J DEFGRID3
* xyz -1 1
C 2.30 -1.12 -0.19
C 1.78 -0.19 0.92
H 3.39 -1.20 -0.10
H 2.12 -0.68 -1.17
H 1.84 -2.10 -0.11
H 1.65 0.84 0.57
H 0.77 -0.53 1.16
H 2.45 -0.15 1.78
C -2.61 0.85 0.17
C -1.54 0.58 -0.88
S -0.95 -1.15 -0.93
H -2.49 0.15 0.99
H -3.61 0.76 -0.23
H -2.54 1.86 0.61
H -0.67 1.22 -0.70
H -1.89 0.87 -1.88
*
```

Its maximum force is 1.3 eV/Å. The total energy is -15162.05076 eV. The calculation puts the HOMO-LUMO gap at 6.409 eV.

Atomic partial charges in e from the Mulliken method, atoms 1 to 4: C -0.8747; C -0.6646; H 0.3746; H 0.2431



C18H30BO13 | the ωB97M-V functional and the def2-TZVPD basis

Geometry as ORCA input:
```
! RIJCOSX wB97M-V def2-TZVPD def2/J DEFGRID3
* xyz -1 1
O 0.40 -0.99 -3.26
C 0.31 -0.33 -2.33
O -0.86 0.25 -2.00
C 1.51 -0.05 -1.42
C 1.70 -1.28 -0.52
C 3.11 -1.44 0.08
C 4.25 -1.05 -0.83
C 4.70 -2.06 -1.92
O 5.83 -1.37 -2.42
B 6.33 -0.48 -1.29
O 5.48 -0.91 -0.15
H -0.68 0.73 -1.17
H 1.24 0.82 -0.84
H 2.33 0.14 -2.09
H 1.02 -1.15 0.32
H 1.35 -2.16 -1.04
H 3.18 -0.94 1.03
H 3.24 -2.50 0.29
H 4.18 -0.11 -1.39
H 3.89 -2.22 -2.64
H 5.15 -2.95 -1.47
H 6.17 0.69 -1.65
H 7.54 -0.58 -1.12
C 4.36 5.60 0.05
C 3.41 4.50 -0.35
C 1.96 4.78 -0.02
O 1.43 3.47 0.18
C 2.47 2.67 0.57
O 2.35 1.57 0.99
O 3.65 3.30 0.40
H 5.37 5.38 -0.32
H 4.04 6.56 -0.35
H 4.44 5.66 1.14
H 3.53 4.26 -1.41
H 1.43 5.29 -0.83
H 1.84 5.35 0.90
C -4.40 -0.53 -1.84
C -4.63 0.61 -0.87
C -5.12 0.18 0.48
O -5.89 1.31 0.91
C -6.32 1.95 -0.21
O -7.14 2.81 -0.21
O -5.70 1.47 -1.31
H -3.93 -0.17 -2.75
H -3.76 -1.29 -1.40
H -5.35 -0.98 -2.14
H -3.72 1.21 -0.78
H -4.31 -0.03 1.17
H -5.78 -0.69 0.43
C -4.01 -3.29 4.32
C -3.99 -3.22 2.82
C -3.37 -4.42 2.15
O -2.85 -3.86 0.94
C -2.60 -2.55 1.17
O -1.99 -1.84 0.44
O -3.15 -2.15 2.36
H -4.58 -2.46 4.74
H -4.46 -4.22 4.67
H -2.99 -3.21 4.72
H -5.01 -3.04 2.44
H -4.08 -5.21 1.93
H -2.54 -4.84 2.72
*
```

Its maximum force is 5.5 eV/Å. The total energy is -46448.84134 eV. The calculation puts the HOMO-LUMO gap at 5.033 eV.

Atomic partial charges in e from the Mulliken method, atoms 1 to 4: O -0.5559; C 0.1699; O -0.4303; C 0.4233